1.
Here is a molecular structure, C27H31F3IrN4O2S3Sb2 from the OMol25 dataset. Energies are from wB97M-V/def2-TZVPD.

Its charge is +1. The value obtained for the highest occupied orbital energy is -10.333 eV. The value obtained for the frontier orbital gap is 0.2800 hartree.

Geometry (Å):
Ir -0.161 -0.215 0.301
F -1.472 -5.710 -1.781
C -0.506 -4.823 -2.063
F 0.496 -5.505 -2.637
F -0.989 -3.975 -2.968
C -0.027 -4.143 -0.806
C 0.630 -4.923 0.135
C 1.085 -4.364 1.320
C 0.880 -3.013 1.521
N 0.245 -2.265 0.624
C -0.228 -2.793 -0.530
S -1.036 -1.532 -1.439
H 0.785 -5.974 -0.069
H 1.596 -4.956 2.064
H 1.230 -2.506 2.410
C -1.337 1.517 -3.065
Sb -0.973 1.865 -1.008
C -0.261 3.781 -0.483
C -3.089 2.203 -0.774
C -3.572 2.791 0.521
C -3.614 4.176 0.671
C -4.025 4.772 1.853
C -4.418 3.979 2.918
C -4.414 2.602 2.776
C -4.002 1.994 1.591
C -4.056 0.497 1.493
Sb -2.162 -0.405 1.848
C -2.741 -2.437 2.034
C -1.994 0.234 3.857
H -1.707 2.457 -3.474
H -2.138 0.779 -3.105
H -0.457 1.191 -3.602
H -0.960 4.533 -0.836
H 0.732 3.956 -0.895
H -0.220 3.802 0.605
H -3.562 1.247 -1.005
H -3.362 2.855 -1.604
H -3.336 4.800 -0.169
H -4.053 5.850 1.934
H -4.745 4.429 3.846
H -4.755 1.981 3.597
H -4.474 0.114 0.562
H -4.662 0.090 2.305
H -3.533 -2.535 2.774
H -1.894 -3.050 2.333
H -3.108 -2.773 1.064
H -2.923 -0.066 4.341
H -1.907 1.319 3.879
H -1.156 -0.216 4.388
N 6.385 -2.581 -3.697
C 5.503 -1.637 -3.249
C 4.128 -1.770 -3.505
C 3.236 -0.834 -3.034
C 3.701 0.254 -2.299
C 5.057 0.402 -2.033
C 5.951 -0.536 -2.507
S 2.556 1.398 -1.664
O 3.264 2.522 -1.116
O 1.517 1.614 -2.640
N 1.792 0.628 -0.434
C 2.105 0.953 0.833
S 3.451 1.744 1.573
C 2.780 1.351 3.131
C 1.602 0.710 3.005
N 1.207 0.536 1.698
H 6.083 -3.248 -4.384
H 7.370 -2.383 -3.672
H 3.773 -2.613 -4.085
H 2.179 -0.932 -3.245
H 5.404 1.260 -1.474
H 7.010 -0.419 -2.312
H 3.296 1.609 4.040
H 1.001 0.338 3.819

Results of the Mulliken charge analysis, in e, for atoms 1 through 2: number 1, Ir, carries 1.8284; number 2, F, carries -0.2545

***

2.
Here is a molecular structure, C27H31FMnNO6P from the OMol25 dataset. Energies are from wB97M-V/def2-TZVPD.

Its multiplicity is 5. Its charge is +1. The value obtained for the highest occupied orbital energy (spin up / spin down) is -10.448 / -10.444 eV. The value obtained for the frontier orbital gap (spin up / spin down) is 0.2236 / 0.2609 hartree.

Geometry (Å):
Mn 0.223 0.575 -0.267
C 5.646 -4.153 1.580
C 6.040 -3.109 0.554
C 7.265 -2.318 0.975
C 7.705 -1.397 -0.147
C 6.557 -0.558 -0.643
C 6.780 0.627 -1.298
C 5.715 1.423 -1.725
F 6.003 2.573 -2.343
C 4.417 1.075 -1.516
C 4.161 -0.132 -0.846
C 2.813 -0.531 -0.567
O 1.841 0.154 -1.086
C 2.594 -1.652 0.212
C 3.673 -2.439 0.562
N 4.929 -2.142 0.257
C 5.219 -0.949 -0.414
C 1.227 -2.073 0.656
O 1.033 -3.226 0.986
O 0.339 -1.125 0.701
H 6.531 -4.748 1.802
H 4.880 -4.840 1.222
H 5.307 -3.696 2.512
H 6.258 -3.604 -0.397
H 8.058 -3.022 1.224
H 7.034 -1.750 1.881
H 8.103 -1.994 -0.973
H 8.509 -0.739 0.182
H 7.792 0.969 -1.480
H 3.599 1.707 -1.829
H 3.482 -3.360 1.090
C -2.621 -3.033 0.572
P -2.531 -1.285 0.068
C -4.231 -1.013 -0.582
C -1.577 -1.367 -1.507
C -1.382 -0.199 -2.267
C -0.652 -0.224 -3.460
C -0.073 -1.400 -3.893
C -0.230 -2.556 -3.133
C -0.966 -2.542 -1.961
H -1.628 -3.391 0.847
H -3.052 -3.681 -0.194
H -3.254 -3.076 1.459
H -4.531 -1.758 -1.322
H -4.301 -0.023 -1.037
H -4.929 -1.048 0.256
H -1.887 0.718 -1.984
H -0.539 0.685 -4.038
H 0.492 -1.425 -4.815
H 0.220 -3.484 -3.466
H -1.060 -3.453 -1.385
C -2.914 3.389 0.469
C -1.584 2.737 0.609
O -0.686 3.399 1.244
O -1.414 1.589 0.147
H -2.886 4.414 0.822
H -3.634 2.813 1.053
H -3.226 3.345 -0.573
C 1.584 3.931 1.685
C 0.681 2.745 1.452
C 0.522 1.845 2.662
O 1.071 2.112 0.310
H 1.192 4.559 2.485
H 1.667 4.515 0.770
H 2.571 3.568 1.968
H -0.060 2.336 3.440
H 1.512 1.622 3.059
H 0.036 0.900 2.413

Results of the Mulliken charge analysis, in e, for atoms 1 through 2: number 1, Mn, carries 0.7693; number 2, C, carries -1.9357

***

3.
Here is a molecular structure, C27H31NO7SV from the OMol25 dataset. Energies are from wB97M-V/def2-TZVPD.

Its multiplicity is 4. The value obtained for the highest occupied orbital energy (spin up / spin down) is -6.503 / -7.017 eV. The value obtained for the frontier orbital gap (spin up / spin down) is 0.2406 / 0.2594 hartree.

Geometry (Å):
V -0.515 -0.591 -0.431
C -3.039 -2.142 -2.232
C -3.719 -0.941 -1.616
O -3.243 -0.677 -0.318
C -3.780 -1.413 0.765
C -2.870 -2.556 1.142
O -1.593 -2.002 1.411
C -0.608 -2.929 1.832
C -0.057 -3.704 0.663
O 0.360 -2.749 -0.300
C 0.422 -3.205 -1.651
C -0.966 -3.288 -2.234
O -1.644 -2.065 -1.965
H -3.219 -2.154 -3.310
H -3.428 -3.076 -1.814
H -4.802 -1.095 -1.624
H -3.494 -0.050 -2.202
H -4.782 -1.787 0.535
H -3.827 -0.717 1.601
H -2.804 -3.302 0.341
H -3.264 -3.048 2.038
H -1.009 -3.616 2.581
H 0.184 -2.334 2.286
H -0.810 -4.374 0.240
H 0.796 -4.308 0.983
H 0.905 -4.182 -1.714
H 1.020 -2.469 -2.181
H -1.540 -4.110 -1.795
H -0.894 -3.466 -3.310
S -1.785 1.450 1.778
C -1.856 1.950 0.123
C -2.518 3.139 -0.259
C -2.543 3.537 -1.570
C -1.902 2.760 -2.541
C -1.283 1.611 -2.129
N -1.262 1.191 -0.842
H -2.986 3.725 0.520
H -3.046 4.456 -1.850
H -1.879 3.047 -3.583
H -0.750 0.981 -2.831
O 0.823 0.136 0.956
C 1.940 0.858 0.362
C 2.025 0.464 -1.147
O 2.986 0.832 -1.788
O 1.037 -0.258 -1.584
C 1.679 2.348 0.521
C 1.340 3.161 -0.554
C 1.009 4.495 -0.347
C 1.016 5.026 0.935
C 1.359 4.220 2.013
C 1.689 2.890 1.804
C 3.224 0.400 1.047
C 4.380 1.167 0.943
C 5.567 0.731 1.513
C 5.616 -0.479 2.196
C 4.468 -1.251 2.297
C 3.279 -0.814 1.721
H 0.214 0.737 1.473
H 1.340 2.757 -1.558
H 0.740 5.117 -1.192
H 0.755 6.065 1.095
H 1.363 4.625 3.016
H 1.952 2.260 2.646
H 4.348 2.104 0.402
H 6.459 1.339 1.423
H 6.543 -0.815 2.644
H 4.496 -2.196 2.827
H 2.384 -1.418 1.796

Results of the Mulliken charge analysis, in e, for atoms 1 through 2: number 1, V, carries 1.4997; number 2, C, carries -0.7060

***

4.
Here is a molecular structure, C27H32AlBr57INOP from the OMol25 dataset. Energies are from wB97M-V/def2-TZVPD.

Its charge is -1. The value obtained for the highest occupied orbital energy is -4.264 eV. The value obtained for the frontier orbital gap is 0.1884 hartree.

Geometry (Å):
C 3.696 -2.684 -0.522
N 3.015 -2.772 -1.784
C 1.573 -2.426 -1.696
Al 1.361 -0.517 -2.395
C 3.021 0.501 -1.821
C 4.225 0.317 -2.509
C 5.385 0.973 -2.110
C 5.343 1.826 -1.011
C 4.162 2.032 -0.317
C 3.005 1.371 -0.723
P -0.504 0.405 -1.192
O -1.262 -0.941 -0.550
I -2.160 1.273 -2.820
H 3.689 -1.663 -0.144
H 3.260 -3.327 0.260
H 4.740 -2.960 -0.660
H 3.141 -3.691 -2.180
H 0.967 -3.137 -2.253
H 1.258 -2.466 -0.644
H 1.185 -0.453 -3.992
H 4.246 -0.360 -3.349
H 6.305 0.796 -2.645
H 6.250 2.319 -0.688
H 4.123 2.677 0.549
H 2.068 1.486 -0.198
H -1.660 -0.685 0.288
C -0.068 2.293 2.658
Br -1.829 2.806 2.075
Br 0.300 0.468 2.211
Br 1.273 3.486 1.959
H -0.053 2.377 3.735
C -2.957 4.685 5.641
Br -4.493 4.904 6.783
Br -1.792 6.215 5.685
Br -1.979 3.083 6.032
H -3.321 4.590 4.628
C 2.860 -6.667 1.048
Br 4.508 -6.442 2.017
Br 1.442 -5.622 1.820
Br 3.073 -6.304 -0.824
H 2.577 -7.706 1.138
C -4.504 2.554 -6.492
Br -5.250 2.764 -4.735
Br -4.188 0.704 -6.922
Br -5.585 3.419 -7.832
H -3.542 3.045 -6.491
C -7.641 -0.870 -5.469
Br -6.819 -1.476 -3.838
Br -8.208 -2.339 -6.577
Br -9.084 0.356 -5.129
H -6.883 -0.330 -6.021
C -5.610 5.341 -11.798
Br -7.099 5.387 -10.577
Br -4.525 6.922 -11.653
Br -4.561 3.744 -11.594
H -6.019 5.325 -12.798
C 6.262 -8.822 -1.619
Br 6.465 -7.011 -2.225
Br 6.665 -8.976 0.258
Br 4.498 -9.486 -1.995
H 6.970 -9.442 -2.148
C 2.035 2.337 7.841
Br 0.781 3.436 8.794
Br 1.751 0.462 8.172
Br 2.042 2.740 5.958
H 3.013 2.584 8.221
C 1.938 -7.260 5.226
Br 0.520 -7.523 6.504
Br 2.842 -5.593 5.537
Br 3.163 -8.745 5.195
H 1.484 -7.196 4.245
C 1.882 -11.237 1.055
Br 2.897 -10.218 2.336
Br 0.750 -10.095 -0.001
Br 3.025 -12.312 -0.058
H 1.241 -11.908 1.608
C 4.032 6.668 8.198
Br 3.344 6.887 9.982
Br 4.570 4.854 7.864
Br 2.786 7.281 6.868
H 4.919 7.278 8.118
C -2.242 3.977 -14.671
Br -1.217 4.604 -13.174
Br -3.546 5.281 -15.229
Br -1.117 3.430 -16.132
H -2.789 3.105 -14.342
C -6.338 5.861 -1.809
Br -7.546 6.989 -0.820
Br -6.691 3.996 -1.487
Br -6.352 6.284 -3.686
H -5.342 6.063 -1.445
C 0.058 5.233 -2.040
Br -1.490 5.247 -0.891
Br 1.033 6.895 -1.913
Br 1.189 3.718 -1.708
H -0.305 5.156 -3.054
C -3.271 -8.449 7.240
Br -2.058 -7.991 8.662
Br -3.576 -10.346 7.155
Br -4.918 -7.467 7.370
H -2.797 -8.159 6.313
C -6.791 -5.146 -2.215
Br -7.792 -5.466 -3.824
Br -7.809 -5.598 -0.645
Br -5.091 -6.040 -2.243
H -6.593 -4.084 -2.171
C -1.092 -3.519 4.364
Br -2.358 -2.504 5.397
Br -1.290 -5.417 4.623
Br -1.143 -3.080 2.497
H -0.106 -3.260 4.723
C 8.713 5.943 6.433
Br 8.846 5.278 4.636
Br 7.435 7.380 6.555
Br 8.357 4.525 7.685
H 9.674 6.361 6.694
C -0.701 9.628 3.065
Br -0.098 9.244 4.855
Br -1.176 8.027 2.115
Br -2.131 10.917 3.066
H 0.131 10.073 2.542

Results of the Mulliken charge analysis, in e, for atoms 1 through 2: number 1, C, carries -0.7362; number 2, N, carries -0.2346

***

5.
Here is a molecular structure, C27H32As2GeKN2O10 from the OMol25 dataset. Energies are from wB97M-V/def2-TZVPD.

Its charge is +1. The value obtained for the highest occupied orbital energy is -9.910 eV. The value obtained for the frontier orbital gap is 0.2237 hartree.

Geometry (Å):
K 0.141 1.643 -4.083
N 3.617 -1.918 -3.681
N 3.296 -1.081 -4.745
C 2.163 -0.350 -4.712
O 1.844 0.464 -5.559
O 1.361 -0.570 -3.651
H 4.435 -1.588 -3.186
H 3.751 -2.869 -3.997
H 3.899 -0.943 -5.542
Ge 0.940 -2.853 -0.795
C 2.173 -3.964 0.253
C 3.127 -4.595 -0.545
C 4.082 -5.444 0.001
C 4.125 -5.632 1.371
C 3.208 -4.984 2.190
C 2.237 -4.169 1.634
C -0.894 -3.134 -0.179
C -1.356 -3.359 1.121
C -2.705 -3.518 1.381
C -3.621 -3.478 0.335
C -3.188 -3.261 -0.959
C -1.835 -3.066 -1.205
H 1.708 -1.288 -3.073
H 3.124 -4.439 -1.620
H 4.799 -5.946 -0.636
H 4.878 -6.277 1.806
H 3.251 -5.127 3.262
H 1.532 -3.686 2.300
H -0.660 -3.433 1.947
H -3.050 -3.690 2.392
H -4.676 -3.616 0.536
H -3.902 -3.226 -1.771
H -1.514 -2.852 -2.221
C -4.843 1.579 -1.548
O -3.509 2.112 -1.686
C -2.539 1.301 -1.250
O -2.704 0.165 -0.880
C -1.192 1.932 -1.417
C -0.954 3.232 -1.145
As -1.967 3.722 0.467
C -0.937 5.174 1.290
C -1.038 2.244 1.481
C -0.437 1.137 1.048
As 0.161 0.583 -0.753
C 1.831 1.609 -0.652
C 0.012 0.026 1.927
O 0.943 -0.691 1.612
O -0.770 -0.174 2.976
C -0.356 -1.222 3.870
C -1.109 2.525 2.948
O -0.137 2.602 3.651
O -2.355 2.836 3.312
C -2.529 3.228 4.689
C 0.218 3.931 -1.775
O 0.809 3.503 -2.752
O 0.441 5.113 -1.239
C 1.472 5.910 -1.861
H -5.506 2.367 -1.889
H -5.031 1.338 -0.503
H -4.949 0.683 -2.157
H -1.143 6.094 0.748
H 0.130 4.987 1.333
H -1.345 5.259 2.298
H 1.713 2.604 -0.229
H 2.312 1.661 -1.627
H 2.444 1.011 0.025
H -1.113 -1.252 4.648
H 0.623 -0.986 4.283
H -0.318 -2.168 3.334
H -3.483 3.744 4.725
H -1.711 3.875 4.999
H -2.552 2.337 5.315
H 1.488 6.838 -1.299
H 1.215 6.086 -2.903
H 2.426 5.392 -1.785

Results of the Mulliken charge analysis, in e, for atoms 1 through 2: number 1, K, carries 1.1066; number 2, N, carries -0.5198

***

6.
Here is a molecular structure, C27H32AsN2O3S2W from the OMol25 dataset. Energies are from wB97M-V/def2-TZVPD.

Its charge is +3. The value obtained for the highest occupied orbital energy (spin up / spin down) is -17.062 / -17.063 eV. The value obtained for the frontier orbital gap (spin up / spin down) is 0.2574 / 0.2574 hartree.

Geometry (Å):
W 0.393 0.733 0.906
C -3.665 1.956 1.883
C -2.756 2.454 0.764
C -3.077 1.757 -0.559
C -1.278 2.423 1.130
C -0.822 2.010 2.429
C 0.489 2.232 2.848
C 1.484 2.608 1.923
C 2.901 2.794 2.363
C 1.041 3.001 0.614
C -0.314 3.010 0.285
H -4.702 2.112 1.592
H -3.513 2.500 2.816
H -3.531 0.887 2.064
H -2.954 3.524 0.625
H -2.889 0.685 -0.490
H -2.514 2.174 -1.397
H -4.132 1.902 -0.784
H -1.527 1.549 3.107
H 0.783 1.943 3.848
H 2.997 3.808 2.760
H 3.605 2.698 1.540
H 3.162 2.094 3.154
H 1.774 3.330 -0.110
H -0.614 3.338 -0.703
N -0.146 0.554 -1.084
C -0.458 0.433 -2.189
C -0.842 0.276 -3.535
C -1.953 -0.527 -3.839
C -2.332 -0.668 -5.158
C -1.620 -0.013 -6.159
C -0.524 0.792 -5.854
C -0.123 0.942 -4.543
H -2.501 -1.021 -3.047
H -3.184 -1.283 -5.412
H -1.926 -0.125 -7.190
H 0.008 1.304 -6.643
H 0.713 1.581 -4.290
O -1.355 -0.497 1.226
C -0.656 -1.477 1.624
N 0.607 -1.412 1.082
S 1.794 -1.482 2.267
O 1.371 -0.168 2.885
O 1.302 -2.707 3.141
C -0.043 -3.006 3.392
C -0.322 -3.867 4.425
C -1.657 -4.158 4.684
C -2.686 -3.576 3.943
C -2.391 -2.693 2.928
C -1.050 -2.420 2.623
H 0.479 -4.292 5.014
H -1.897 -4.843 5.486
H -3.715 -3.817 4.172
H -3.175 -2.229 2.344
C 4.885 -1.717 -0.877
As 3.240 -0.917 -1.445
C 1.948 -2.312 -1.736
C 3.543 0.027 -3.086
S 2.790 0.537 0.126
H 5.269 -2.340 -1.685
H 4.698 -2.325 0.006
H 5.602 -0.932 -0.644
H 2.036 -2.635 -2.774
H 0.942 -1.958 -1.537
H 2.179 -3.147 -1.078
H 3.994 -0.659 -3.804
H 4.219 0.858 -2.894
H 2.596 0.397 -3.474

Results of the Mulliken charge analysis, in e, for atoms 1 through 2: number 1, W, carries 1.4928; number 2, C, carries -1.7204